(1)
Computed, not measured: 2 unconnected molecules or ions with the total composition C3H11NOP, with wB97M-V/def2-TZVPD.

```
17
C3H11NOP (wB97M-V/def2-TZVPD)
P 2.11 -0.58 -0.36
O 2.98 0.82 -0.10
N -1.11 -0.76 0.69
C -0.24 1.49 -0.15
C -1.46 -1.27 -0.65
C -0.06 0.23 0.65
H -1.77 -2.38 -0.43
H -0.58 -1.23 -1.25
H -2.24 -0.68 -1.11
H 2.75 1.40 -0.87
H 0.72 2.03 -0.31
H -1.95 -0.34 1.05
H -0.92 2.26 0.36
H -0.63 1.24 -1.20
H 2.66 -1.22 0.77
H 0.49 0.42 1.59
H -0.74 -1.44 1.30
```

As for the spin multiplicity: 1. The charge is +1. For the HOMO-LUMO gap, the calculation gives 8.9 eV.



(2)
Computed, not measured: a molecular structure, C3H11NOP, with wB97M-V/def2-TZVPD.

```
17
C3H11NOP (wB97M-V/def2-TZVPD)
P 0.81 -0.08 0.24
O 1.91 -0.83 1.12
N -1.13 -1.08 0.78
C 1.03 -0.54 -1.50
C -2.37 -0.73 0.16
C 1.14 1.62 0.71
H 2.10 1.95 0.31
H 0.56 0.32 -1.99
H -2.69 -1.14 -0.68
H -2.59 0.38 -0.13
H -1.18 -0.79 1.70
H 0.38 2.33 0.34
H 2.14 -0.35 -1.77
H 0.48 -1.41 -1.52
H 1.59 -1.71 1.46
H 1.39 1.52 1.73
H -3.16 -0.97 0.89
```

As for the spin multiplicity: 1. The charge is +1. For the HOMO-LUMO gap, the calculation gives 9.4 eV.



Last place for stability: (1)



(1)
Computed, not measured: 3 unconnected molecules or ions with the total composition C4H14NO3, with wB97M-V/def2-TZVPD.

```
22
C4H14NO3 (wB97M-V/def2-TZVPD)
O 2.46 -0.82 -2.44
O -1.00 -2.46 2.87
O -0.30 -0.94 -1.99
N 1.41 -0.11 -0.06
C -1.72 2.04 0.48
C -0.81 -0.61 -0.96
C -0.04 0.16 0.10
C -0.33 1.66 -0.01
H -0.93 -3.41 2.69
H -0.39 -0.17 1.09
H 0.43 2.18 0.59
H 1.93 -1.40 -3.01
H -1.20 -2.40 3.81
H -2.25 2.63 -0.25
H 1.67 -1.06 0.20
H -1.72 2.61 1.41
H -0.15 2.03 -1.03
H -1.86 -0.83 -0.73
H 2.02 0.54 0.43
H -2.33 1.17 0.72
H 3.32 -0.78 -2.87
H 1.76 -0.04 -1.05
```

As for the spin multiplicity: 1. The charge is +1. For the HOMO-LUMO gap, the calculation gives 11.2 eV.



(2)
Computed, not measured: 4 unconnected molecules or ions with the total composition C4H14NO3, with wB97M-V/def2-TZVPD.

```
22
C4H14NO3 (wB97M-V/def2-TZVPD)
O 1.68 2.10 1.36
O 1.65 -2.66 -1.09
O -2.07 -0.83 -1.19
N 0.30 -0.07 -0.39
C -0.92 -0.53 1.69
C -0.59 0.45 0.60
C 0.94 0.57 -1.28
C -1.24 1.60 0.43
H -0.64 -1.54 1.41
H -0.35 -0.24 2.58
H 2.29 2.49 1.99
H -2.65 -0.33 -1.77
H 2.34 -3.07 -0.56
H -1.88 1.81 1.28
H 0.92 2.66 1.55
H -1.97 -0.49 1.96
H -2.43 -1.70 -1.01
H 1.01 1.64 -1.42
H -1.03 2.35 -0.31
H 1.26 -3.35 -1.64
H 1.58 0.08 -2.02
H 0.54 -1.06 -0.36
```

As for the spin multiplicity: 1. The charge is +1. For the HOMO-LUMO gap, the calculation gives 9.1 eV.



Last place for stability: (2)



(1)
Computed, not measured: 2 unconnected molecules or ions with the total composition C2H6O2S2, with wB97M-V/def2-TZVPD.

```
12
C2H6O2S2 (wB97M-V/def2-TZVPD)
S -0.23 0.64 -1.23
S 1.52 1.07 -0.43
O -0.54 -2.08 0.09
O -0.36 -1.15 2.11
C -1.38 1.71 -0.35
C -0.23 -2.10 1.39
H -2.37 1.84 -0.77
H 1.83 -0.17 -0.08
H -0.54 -1.13 -0.16
H -0.89 2.68 -0.38
H 0.16 -3.06 1.74
H -1.55 1.34 0.66
```

As for the spin multiplicity: 1. The structure (SMILES) is O=CO.CSS. For the HOMO-LUMO gap, the calculation gives 9.6 eV.



(2)
Computed, not measured: 2 unconnected molecules or ions with the total composition C2H6O2S2, with wB97M-V/def2-TZVPD.

```
12
C2H6O2S2 (wB97M-V/def2-TZVPD)
S 1.02 2.05 -1.76
S -0.07 2.26 0.03
O -0.05 -3.72 2.69
O 0.54 -1.55 2.14
C -0.08 1.94 -3.09
C 0.11 -2.33 2.98
H -0.94 1.32 -2.87
H -0.36 3.05 -3.11
H 0.46 1.74 -3.97
H 0.60 -4.25 3.27
H -0.01 -2.15 4.10
H -1.22 1.64 -0.40
```

As for the spin multiplicity: 1. The structure (SMILES) is O=CO.CSS. For the HOMO-LUMO gap, the calculation gives 8.4 eV.



Last place for stability: (2)



(1)
Computed, not measured: 2 unconnected molecules or ions with the total composition C2H6O2S2, with wB97M-V/def2-TZVPD.

```
12
C2H6O2S2 (wB97M-V/def2-TZVPD)
S 1.75 -0.47 0.03
S 1.67 1.01 -1.38
O -2.02 0.27 0.30
O -1.09 -0.82 -1.45
C -2.18 -0.31 -0.91
C 1.27 0.01 1.74
H 0.57 0.75 -2.27
H 1.81 0.85 2.15
H -0.43 -0.43 -0.72
H 0.21 0.30 1.78
H -3.11 -0.26 -1.52
H 1.56 -0.88 2.25
```

As for the spin multiplicity: 1. The structure (SMILES) is O=CO.CSS. For the HOMO-LUMO gap, the calculation gives 9.6 eV.



(2)
Computed, not measured: 2 unconnected molecules or ions with the total composition C2H6O2S2, with wB97M-V/def2-TZVPD.

```
12
C2H6O2S2 (wB97M-V/def2-TZVPD)
S -0.77 0.84 0.43
S 1.37 0.92 0.70
O 0.35 -4.23 -0.36
O 1.22 -2.13 -0.39
C -1.17 2.24 -0.48
C 0.35 -3.04 0.00
H 1.55 1.97 1.36
H 1.25 -1.47 0.31
H -0.42 2.08 -1.40
H -1.16 3.14 0.08
H -2.17 2.24 -0.88
H -0.41 -2.56 0.64
```

As for the spin multiplicity: 1. The structure (SMILES) is O=CO.CSS. For the HOMO-LUMO gap, the calculation gives 9.2 eV.



Last place for stability: (1)



(1)
Computed, not measured: a molecular structure, H26NeO13, with wB97M-V/def2-TZVPD.

```
40
H26NeO13 (wB97M-V/def2-TZVPD)
Ne 0.25 -0.34 -0.65
O 2.54 0.51 0.05
O 1.20 -4.43 -1.61
O -1.66 -1.08 2.99
O 0.64 3.48 -2.10
O 2.07 -1.70 -2.09
O 0.14 -2.88 1.89
O -1.72 1.49 -2.64
O -0.85 1.60 2.60
O -0.44 3.67 0.52
O -3.74 -1.72 1.18
O 2.24 0.82 -3.22
O 1.60 -0.06 2.64
O -2.63 0.67 0.48
H 0.71 0.28 2.51
H 1.30 2.81 -1.93
H -1.07 -1.70 2.55
H 3.16 0.57 -3.30
H -1.29 0.74 2.56
H -2.53 -1.32 2.68
H 1.93 0.91 -4.12
H -1.09 1.94 3.46
H 1.22 -3.47 -1.68
H -3.00 1.11 1.24
H -1.13 2.17 -2.31
H -0.16 -3.63 1.37
H 2.04 -0.85 -2.54
H -0.49 2.91 1.09
H 1.14 4.30 -2.13
H 2.04 -0.15 -0.43
H -3.26 -1.11 0.62
H 2.98 -1.98 -2.16
H 2.21 0.46 0.94
H 1.48 -0.91 3.05
H -2.77 1.29 -0.24
H 1.85 -4.64 -0.95
H -4.62 -1.35 1.23
H 0.09 3.38 -0.22
H -1.40 1.31 -3.52
H 1.02 -3.13 2.18
```

As for the spin multiplicity: 1. For the HOMO-LUMO gap, the calculation gives 10.3 eV.



(2)
Computed, not measured: a molecular structure, H26NeO13, with wB97M-V/def2-TZVPD.

```
40
H26NeO13 (wB97M-V/def2-TZVPD)
Ne 0.36 -0.02 -0.36
O 4.04 -1.92 -1.80
O -0.86 -3.88 -1.70
O -3.47 -0.05 1.67
O 0.98 -2.30 2.58
O 1.90 0.91 -4.10
O -0.76 3.31 0.38
O 1.30 2.33 -1.59
O -2.28 -2.51 0.52
O 2.68 -0.60 1.36
O -1.52 0.79 -2.91
O -1.11 -0.66 3.23
O 0.38 1.50 2.36
O -3.02 1.90 -0.63
H -2.74 -0.10 2.30
H -1.10 0.16 -3.49
H 4.20 -2.60 -1.15
H 3.23 -1.50 -1.51
H 1.55 -1.73 2.06
H -0.38 -1.26 3.09
H 3.42 -1.18 1.23
H -3.23 0.67 1.09
H 0.72 2.10 -0.86
H -1.09 -3.55 -0.83
H 1.26 1.33 2.02
H -2.27 -2.89 1.40
H 0.80 2.98 -2.10
H 1.48 1.25 -3.31
H 1.12 -3.18 2.22
H 1.24 0.33 -4.49
H -2.44 2.52 -0.19
H -0.01 -3.49 -1.89
H -0.57 4.25 0.34
H 0.53 1.92 3.21
H 3.05 0.19 1.76
H -0.79 0.19 2.96
H -1.18 1.64 -3.20
H -2.60 1.74 -1.48
H -2.51 -1.59 0.67
H -0.31 3.01 1.17
```

As for the spin multiplicity: 1. For the HOMO-LUMO gap, the calculation gives 9.7 eV.



Last place for stability: (2)



(1)
Computed, not measured: 2 unconnected molecules or ions with the total composition C4H13N4O, with wB97M-V/def2-TZVPD.

```
22
C4H13N4O (wB97M-V/def2-TZVPD)
O -1.20 -1.23 -0.82
N 0.78 0.50 1.86
N 0.57 0.82 -0.38
N 1.39 2.54 0.97
N -2.75 -2.11 -2.13
C -0.56 -3.27 -1.82
C 0.89 1.33 0.83
C -1.52 -2.15 -1.58
C 1.63 3.25 2.22
H -0.68 -3.74 -2.79
H -3.37 -1.38 -1.83
H -0.85 -4.05 -1.11
H 1.14 0.69 2.78
H -0.18 0.12 -0.34
H 1.25 3.18 0.20
H -3.09 -2.83 -2.74
H 1.22 2.70 3.08
H 0.52 1.48 -1.13
H 0.66 -0.49 1.67
H 1.09 4.17 2.25
H 0.43 -2.89 -1.63
H 2.66 3.37 2.44
```

As for the spin multiplicity: 1. The charge is +1. For the HOMO-LUMO gap, the calculation gives 10.8 eV.



(2)
Computed, not measured: 2 unconnected molecules or ions with the total composition C4H13N4O, with wB97M-V/def2-TZVPD.

```
22
C4H13N4O (wB97M-V/def2-TZVPD)
O -0.91 -0.09 -0.65
N 0.61 1.61 1.89
N 1.78 -0.37 1.49
N 1.67 1.32 -0.18
N -2.73 0.33 -1.85
C -0.94 -1.33 -2.73
C -1.53 -0.27 -1.66
C 0.79 -1.07 2.40
C 1.44 0.88 1.11
H -0.25 -0.79 2.34
H 0.22 -1.31 -2.55
H 1.41 2.12 -0.74
H -3.20 0.78 -1.16
H -3.30 0.19 -2.62
H 1.21 -0.75 3.47
H 2.54 0.96 -0.58
H -1.48 -2.31 -2.56
H 0.87 -2.13 2.27
H -1.27 -0.80 -3.53
H 0.27 1.28 2.71
H 0.05 2.50 1.89
H 2.77 -0.75 1.27
```

As for the spin multiplicity: 1. The charge is +1. For the HOMO-LUMO gap, the calculation gives 9.8 eV.



(3)
Computed, not measured: 2 unconnected molecules or ions with the total composition C4H13N4O, with wB97M-V/def2-TZVPD.

```
22
C4H13N4O (wB97M-V/def2-TZVPD)
O -0.74 1.00 -0.32
N -2.32 0.52 1.20
N 1.55 -0.06 0.81
N 0.94 -0.71 -1.30
N 0.96 -2.27 0.49
C -1.66 2.82 1.01
C 1.22 -0.99 -0.05
C 1.38 -1.62 -2.38
C -1.44 1.41 0.60
H 0.66 0.21 -1.61
H -2.77 2.85 0.91
H 2.49 -1.71 -2.33
H 1.21 -1.23 -3.39
H 1.73 -2.94 0.39
H 0.92 -2.59 -2.28
H 2.00 -0.21 1.71
H 0.32 -2.80 -0.13
H -1.18 3.22 1.92
H 1.54 0.91 0.56
H -1.37 3.60 0.27
H -2.20 -0.46 0.99
H -2.55 0.72 2.17
```

As for the spin multiplicity: 1. The charge is +1. For the HOMO-LUMO gap, the calculation gives 10.2 eV.



Last place for stability: (2)